[1]
{"formula": "C40H47N6NiO8P2S3", "method": "wB97M-V/def2-TZVPD", "homo_ev": [-3.58, -3.57], "s2": 2.0044, "orbital_gap_ha": [0.1846, 0.1826], "multiplicity": 3, "charge": -1, "de_lowest_kcal_mol": 66.2, "symbols": ["Ni", "C", "N", "C", "C", "N", "C", "P", "C", "N", "C", "C", "N", "C", "C", "N", "C", "C", "N", "C", "H", "H", "H", "H", "H", "H", "H", "H", "H", "H", "H", "H", "H", "H", "H", "O", "C", "C", "C", "C", "C", "C", "C", "O", "O", "H", "H", "H", "H", "H", "C", "C", "C", "C", "O", "P", "O", "O", "O", "C", "C", "C", "C", "H", "H", "H", "H", "H", "H", "H", "H", "H", "H", "H", "H", "H", "H", "H", "H", "H", "H", "O", "C", "C", "C", "C", "C", "S", "C", "C", "C", "C", "S", "C", "C", "C", "C", "S", "H", "H", "H", "H", "H", "H", "H", "H", "H"], "xyz": [[-21.398100, -4.175492, -0.532155], [-26.024571, -1.475837, -0.122298], [-24.628558, -1.809193, 0.040642], [-23.639566, -0.847308, 0.336011], [-22.408444, -1.470689, 0.301397], [-22.640974, -2.855288, 0.042298], [-23.981229, -3.028308, -0.092543], [-24.609587, -4.568590, -0.743788], [-23.613411, -5.798785, 0.230364], [-22.287978, -5.909515, 0.037622], [-21.900431, -7.138781, 0.562084], [-22.977965, -7.724071, 1.166677], [-24.072111, -6.888729, 0.945219], [-25.438674, -7.068457, 1.456822], [-23.629880, -4.601469, -2.297762], [-22.278997, -4.460667, -2.281406], [-21.831496, -4.667784, -3.542469], [-22.877532, -4.845748, -4.384564], [-24.040020, -4.821012, -3.620323], [-25.353831, -5.213359, -4.084529], [-26.134385, -0.549758, -0.688583], [-26.527877, -2.271762, -0.633558], [-26.475519, -1.309267, 0.841430], [-23.882552, 0.210586, 0.461121], [-21.386628, -1.132474, 0.481527], [-20.856649, -7.472177, 0.523068], [-23.050103, -8.677231, 1.705281], [-25.850840, -8.042804, 1.141678], [-25.427999, -7.001802, 2.560657], [-26.098779, -6.319329, 1.020953], [-20.767870, -4.710424, -3.737222], [-22.910913, -4.974459, -5.454965], [-25.281303, -5.898832, -4.920903], [-25.931040, -5.632793, -3.260987], [-25.906208, -4.330190, -4.432672], [-15.426967, -4.486032, 1.598732], [-16.157509, -5.150207, 0.801538], [-15.793486, -6.469906, 0.389869], [-16.703845, -7.249917, -0.264976], [-18.015700, -6.761849, -0.599550], [-18.281724, -5.435399, -0.471278], [-17.361802, -4.613802, 0.171669], [-17.527669, -3.135852, 0.213263], [-16.405162, -2.417313, 0.502224], [-18.598893, -2.526173, 0.022856], [-15.799549, -3.001567, 1.096582], [-14.843388, -6.921727, 0.728558], [-16.586464, -8.259951, -0.625671], [-18.781289, -7.476332, -0.929087], [-19.213184, -4.997591, -0.809751], [-21.206808, -3.491562, 6.320365], [-20.511390, -2.781146, 5.144788], [-19.274592, -2.093034, 5.668723], [-21.459904, -1.893613, 4.330087], [-19.971647, -3.772367, 4.228301], [-20.754192, -4.780571, 3.212331], [-22.167434, -5.077192, 3.594292], [-20.546775, -4.241283, 1.792060], [-19.777095, -6.060732, 3.215094], [-19.309729, -6.848744, 4.395661], [-20.490659, -7.004752, 5.374977], [-18.048645, -6.108259, 4.900544], [-18.781437, -8.131298, 3.816330], [-21.663543, -2.837137, 7.063873], [-20.492191, -4.142694, 6.806172], [-21.971597, -4.116887, 5.874184], [-19.493083, -1.202263, 6.234658], [-18.682068, -1.765385, 4.837436], [-18.728975, -2.815308, 6.257381], [-21.768864, -1.002566, 4.877196], [-22.308925, -2.489136, 4.026901], [-20.952313, -1.672742, 3.366293], [-20.565724, -6.126504, 6.024263], [-20.360082, -7.900748, 6.007277], [-21.405223, -7.054369, 4.777686], [-18.356410, -5.193250, 5.398042], [-17.464174, -5.870254, 4.000148], [-17.438106, -6.723074, 5.562913], [-19.512770, -8.711023, 3.259525], [-18.281802, -8.787080, 4.533568], [-18.040981, -7.864510, 3.063785], [-20.111252, -2.588992, -2.543380], [-19.393682, -1.895432, -3.470070], [-20.416037, -0.767959, -3.829212], [-20.230100, 0.534545, -4.302889], [-21.467582, 1.169068, -4.626750], [-22.582410, 0.398144, -4.391445], [-22.118208, -1.112479, -3.674195], [-19.018152, -2.731557, -4.754619], [-19.528091, -2.524444, -6.031087], [-18.920791, -3.365927, -7.007940], [-17.977820, -4.207688, -6.431314], [-17.942517, -4.091891, -4.687871], [-18.151683, -1.181101, -2.860378], [-16.786968, -1.414464, -3.040940], [-16.024012, -0.377550, -2.426111], [-16.797530, 0.570556, -1.786230], [-18.459519, 0.186185, -1.817903], [-19.252176, 1.018957, -4.344960], [-21.554237, 2.174533, -5.075827], [-23.581576, 0.623116, -4.567566], [-20.380379, -1.830484, -6.200980], [-19.184559, -3.303605, -8.041494], [-17.293581, -4.887140, -6.987534], [-16.445623, -2.205402, -3.722648], [-14.930018, -0.320565, -2.448303], [-16.472273, 1.464294, -1.260933]], "forces_ev_per_angstrom": [[2.5, -0.3, 1.0], [0.2, 0.3, 0.1], [2.1, 0.0, 0.3], [0.2, -0.9, -0.6], [-1.1, -2.0, 0.0], [-2.3, 2.8, 0.5], [1.9, 2.1, 0.1], [-0.7, -1.0, -0.1], [1.0, -0.6, 0.0], [-1.1, -1.2, 0.5], [0.2, 1.0, 0.2], [-0.5, 0.1, -0.3], [0.3, 0.4, -0.5], [0.3, -0.5, 0.1], [1.3, 0.1, -1.2], [-2.0, -0.6, -0.6], [0.8, 0.2, 0.1], [-1.0, -0.2, 0.2], [1.4, -0.1, 1.5], [-0.5, 1.0, 0.1], [0.2, -0.2, -0.1], [-0.3, -0.4, -0.2], [-0.3, -0.1, 0.4], [0.0, -0.6, 0.0], [-0.4, 0.0, -0.2], [-0.6, 0.3, 0.1], [-0.1, 0.7, -0.3], [0.4, 0.3, 0.2], [-0.1, 0.1, -0.6], [0.2, 0.2, 0.2], [-0.2, 0.4, -0.1], [0.0, -0.1, 0.1], [0.1, -0.2, 0.1], [0.1, -0.2, -0.1], [0.1, -0.1, 0.0], [0.2, 0.3, 0.0], [-0.3, 0.1, -0.7], [0.2, -1.0, 0.4], [-2.2, 0.4, -0.6], [0.6, -1.4, -0.2], [0.3, 0.6, 0.9], [1.0, 0.7, 0.4], [-1.5, 1.6, 0.5], [-0.5, -0.6, 0.5], [1.9, -1.5, 0.1], [-0.7, -0.1, -0.9], [-0.4, 0.6, -0.3], [0.8, -0.3, 0.4], [0.4, 0.3, -0.2], [-0.1, 0.2, -0.2], [-0.3, -0.1, -0.9], [-0.4, -0.4, -0.1], [-0.2, 0.2, -0.5], [0.8, -0.2, -0.5], [-0.4, -0.5, 0.5], [0.4, 0.9, -2.6], [0.1, 0.0, 0.6], [-0.6, -0.2, 0.3], [0.2, -0.8, 1.1], [0.1, 1.1, -0.4], [0.7, -0.1, 0.0], [-0.7, 0.1, -0.2], [0.1, -0.6, -0.9], [0.1, 0.3, -0.1], [0.2, -0.1, 0.2], [-0.3, -0.2, 0.1], [-0.3, 0.2, 0.5], [0.5, 0.0, -0.5], [0.4, 0.0, 0.2], [0.0, 0.1, -0.1], [-0.5, -0.1, 0.2], [-0.1, 0.3, 0.7], [0.0, -0.2, -0.1], [-0.1, 0.3, -0.3], [0.0, -0.2, 0.3], [0.3, 0.1, 0.0], [-0.1, 0.1, 0.4], [-0.1, -0.1, 0.1], [-0.4, -0.1, 0.2], [-0.2, 0.2, 0.2], [0.2, 0.1, 0.0], [0.0, -1.5, 0.2], [-1.3, 0.4, 1.1], [0.5, 1.4, -1.4], [-0.6, -1.2, 0.3], [-0.5, 0.5, -0.4], [2.6, -0.6, 0.6], [0.6, 0.0, -0.4], [-1.0, 0.9, 0.2], [-0.1, 0.0, 1.1], [0.8, -0.5, 1.5], [-0.3, -0.3, -0.9], [-0.1, 0.9, -1.2], [0.4, -0.4, -0.4], [-1.8, 0.8, -0.2], [0.3, 0.5, 0.3], [0.6, -0.5, 0.0], [0.7, -0.7, -0.7], [-0.4, -0.3, -0.2], [0.2, -0.6, 0.4], [-1.5, 0.4, -0.2], [1.0, -0.4, 0.0], [0.2, -0.2, -0.5], [-0.8, 0.5, 0.7], [0.1, 0.6, 0.6], [-0.5, 0.0, 0.0], [0.1, -0.4, 0.0]]}



[2]
{"formula": "C5H11NO2", "method": "wB97M-V/def2-TZVPD", "smiles": "C[C@@]1(O)CNC[C@@H]1O", "homo_ev": -9.10, "orbital_gap_ha": 0.3647, "de_lowest_kcal_mol": 65.3, "symbols": ["C", "C", "O", "C", "N", "C", "C", "O", "H", "H", "H", "H", "H", "H", "H", "H", "H", "H", "H"], "xyz": [[0.620692, 0.897492, 1.710266], [-0.258067, 0.000212, 0.750571], [-1.080363, -0.769710, 1.615528], [-0.932222, 0.831627, -0.302174], [-0.540347, 0.340483, -1.641507], [0.880734, -0.161952, -1.386728], [0.555255, -1.135234, -0.243028], [-0.381533, -2.186378, -0.595957], [0.613563, 0.241159, 2.699522], [1.631504, 1.086059, 1.292671], [-0.012933, 1.827376, 2.022061], [-1.333539, -1.544797, 1.107057], [-0.379906, 1.882689, -0.211554], [-2.055934, 1.018689, -0.054715], [-0.598524, 1.175478, -2.352722], [1.069666, -0.638261, -2.307320], [1.738444, 0.442638, -1.028425], [1.305600, -1.520244, 0.376375], [-0.842091, -1.787324, -1.449920]], "forces_ev_per_angstrom": [[-1.8, -1.6, 1.8], [1.4, -1.8, 0.1], [-0.2, 0.7, -0.3], [-0.5, 3.8, 0.3], [0.6, 2.1, -0.5], [-1.6, -1.1, 0.5], [-2.5, 2.4, 0.5], [-0.1, 2.2, -2.1], [0.7, 1.5, -2.0], [-0.7, 0.2, 0.5], [1.5, -1.4, -0.9], [-0.2, -0.3, -0.2], [-1.5, -1.6, 0.0], [1.9, -0.6, -0.9], [0.4, -2.3, 1.8], [1.1, -0.7, -1.0], [-0.8, 0.5, -0.5], [1.4, -0.8, 0.4], [1.1, -1.1, 2.5]]}



[3]
{"formula": "C32H27N3OPS2Zr", "method": "wB97M-V/def2-TZVPD", "homo_ev": -17.00, "orbital_gap_ha": 0.2610, "charge": 3, "de_lowest_kcal_mol": 0.0, "symbols": ["Zr", "C", "C", "N", "C", "C", "C", "C", "C", "C", "C", "C", "C", "N", "C", "H", "H", "H", "H", "H", "H", "H", "H", "N", "C", "C", "C", "C", "C", "C", "P", "C", "C", "C", "C", "C", "C", "C", "C", "C", "C", "C", "C", "H", "H", "H", "H", "H", "H", "H", "H", "H", "H", "H", "H", "H", "H", "H", "H", "C", "O", "C", "S", "S", "H", "H", "H"], "xyz": [[0.122267, 0.307535, 0.136458], [0.072360, 0.589492, 4.689297], [0.268041, 0.842708, 3.332017], [-0.274545, 0.091063, 2.373733], [-1.068741, -0.958489, 2.734361], [-1.303085, -1.289269, 4.073651], [-0.706174, -0.478623, 5.061798], [-2.132064, -2.412597, 4.395767], [-2.698770, -3.153897, 3.419602], [-2.488528, -2.830312, 2.039772], [-3.083646, -3.559410, 0.992768], [-2.849812, -3.194425, -0.311615], [-2.018197, -2.105943, -0.564284], [-1.447861, -1.386216, 0.398144], [-1.678659, -1.737856, 1.695554], [0.533273, 1.237975, 5.420649], [0.877886, 1.677094, 3.006828], [-0.873785, -0.702628, 6.108223], [-2.298358, -2.647181, 5.439055], [-3.330566, -3.999187, 3.658810], [-3.723941, -4.401561, 1.224703], [-3.295348, -3.729725, -1.137829], [-1.813832, -1.810527, -1.587509], [0.263353, 0.372924, -2.262567], [1.509035, 0.002538, -2.961547], [1.487603, -0.221399, -4.325468], [2.674136, -0.510779, -4.989179], [3.875141, -0.564317, -4.295799], [3.893311, -0.352708, -2.926307], [2.706287, -0.079309, -2.247815], [2.666136, 0.106703, -0.465568], [4.189498, 0.649338, 0.272264], [4.383248, 2.010107, 0.516448], [5.597889, 2.441372, 1.022657], [6.606584, 1.523063, 1.284075], [6.412961, 0.166821, 1.040684], [5.205964, -0.278129, 0.531328], [2.127977, -1.492944, 0.211550], [2.228522, -1.729472, 1.596414], [1.778216, -2.925228, 2.126790], [1.211903, -3.892926, 1.298827], [1.085134, -3.664463, -0.064756], [1.533911, -2.467905, -0.609383], [-0.516147, -0.026997, -2.784986], [0.152722, 1.385622, -2.376796], [0.560103, -0.151342, -4.881889], [2.658234, -0.679277, -6.057301], [4.796427, -0.772549, -4.821695], [4.829575, -0.396196, -2.383736], [3.603496, 2.731727, 0.302952], [5.758931, 3.493948, 1.210235], [7.553811, 1.866212, 1.677704], [7.206133, -0.539920, 1.242271], [5.059322, -1.334254, 0.336696], [2.709459, -0.997021, 2.236578], [1.898542, -3.123270, 3.183959], [0.892730, -4.836712, 1.721656], [0.668902, -4.425865, -0.711115], [1.475536, -2.305281, -1.680079], [-3.115954, 1.484066, 0.092817], [-1.660367, 1.643911, 0.040286], [-1.132271, 2.938476, 0.346060], [-1.999104, 4.209781, 0.710297], [0.618170, 2.699766, 0.273754], [-3.316011, 0.461453, -0.210027], [-3.569294, 2.191888, -0.594963], [-3.457068, 1.674527, 1.107322]], "forces_ev_per_angstrom": [[0.2, 0.1, 0.2], [0.0, 0.0, 0.0], [0.0, 0.0, 0.0], [0.0, 0.0, -0.2], [0.0, 0.0, 0.1], [0.0, 0.1, -0.1], [0.0, 0.0, 0.0], [0.0, -0.1, 0.0], [0.0, 0.0, 0.1], [0.0, 0.1, -0.1], [0.0, 0.0, 0.0], [0.0, 0.0, 0.0], [0.0, 0.0, 0.0], [0.1, 0.0, 0.0], [0.0, -0.1, 0.0], [0.0, 0.0, 0.0], [0.0, 0.0, 0.0], [0.0, 0.0, 0.0], [0.0, 0.0, 0.0], [0.0, 0.0, 0.0], [0.0, 0.0, 0.0], [0.0, 0.0, 0.0], [0.0, 0.0, 0.0], [0.0, 0.0, 0.1], [0.1, 0.0, 0.0], [0.0, 0.0, 0.0], [0.0, 0.0, 0.0], [0.0, 0.0, 0.0], [0.0, 0.0, 0.0], [0.0, 0.0, 0.0], [-0.2, 0.1, 0.1], [0.0, -0.2, 0.0], [-0.1, 0.0, 0.0], [0.0, 0.0, 0.0], [0.0, 0.0, 0.0], [0.0, 0.0, 0.0], [0.0, 0.0, 0.0], [0.0, 0.0, -0.2], [0.0, 0.1, 0.0], [0.0, 0.0, 0.0], [0.0, 0.0, 0.0], [0.0, 0.0, 0.0], [-0.1, 0.1, 0.0], [0.0, 0.0, 0.0], [0.0, 0.0, 0.0], [0.0, 0.0, 0.0], [0.0, 0.0, 0.0], [0.0, 0.0, 0.0], [0.0, 0.0, 0.0], [0.0, 0.0, 0.0], [0.0, 0.0, 0.0], [0.0, 0.0, 0.0], [0.0, 0.0, 0.0], [0.0, 0.0, 0.0], [0.0, 0.0, 0.0], [0.0, 0.0, 0.0], [0.0, 0.0, 0.0], [0.0, 0.0, 0.0], [0.1, -0.1, 0.0], [-0.1, 0.0, 0.0], [-0.1, 0.0, -0.1], [0.1, 0.0, 0.2], [0.1, -0.1, -0.1], [0.0, 0.1, 0.0], [0.0, 0.0, 0.0], [0.0, 0.0, 0.0], [0.0, 0.0, 0.0]]}



[4]
{"formula": "F2NO3Pt4", "method": "wB97M-V/def2-TZVPD", "homo_ev": [-23.48, -24.89], "s2": 24.7738, "orbital_gap_ha": [0.2008, 0.1223], "multiplicity": 10, "charge": 4, "symbols": ["Pt", "Pt", "Pt", "Pt", "N", "O", "O", "O", "F", "F"], "xyz": [[-2.950619, 0.473797, 1.908897], [1.091112, 0.239143, -1.952815], [0.109986, 3.424582, 0.082538], [-0.372687, -3.853514, 0.740496], [-0.069102, -0.284737, 0.698811], [0.002369, -1.481921, 0.611276], [-0.735098, 0.158641, 1.519675], [0.329448, 0.606764, -0.061200], [1.895797, -1.689611, -1.503808], [0.698793, 2.406857, -2.043871]], "forces_ev_per_angstrom": [[0.2, -0.2, 0.4], [1.4, -0.1, -1.1], [0.7, -0.1, -1.6], [-0.1, -1.6, 0.1], [0.2, -3.9, -2.4], [2.2, -0.1, -1.8], [-6.1, 4.0, 8.0], [2.4, 1.4, -2.6], [-0.8, 2.2, -0.6], [-0.1, -1.6, 1.8]]}



[5]
{"formula": "CF4N2", "method": "wB97M-V/def2-TZVPD", "homo_ev": -11.59, "orbital_gap_ha": 0.4041, "de_lowest_kcal_mol": 40.8, "symbols": ["C", "N", "N", "F", "F", "F", "F"], "xyz": [[-2.376983, 0.524281, -0.482913], [2.509757, -0.527585, 0.049368], [1.385832, -0.764841, 0.122242], [-2.403485, -0.833225, -0.539522], [-2.595760, 0.800850, 0.797545], [3.209201, 0.722912, -0.084510], [0.271437, 0.077611, 0.137789]], "forces_ev_per_angstrom": [[-0.3, -1.6, 1.1], [5.1, 0.5, -0.4], [-4.2, -1.8, 0.4], [0.0, 2.1, 0.2], [0.2, -0.5, -1.4], [-1.8, 0.0, 0.1], [1.0, 1.2, -0.1]]}



[6]
{"formula": "C2H4F2O3", "method": "wB97M-V/def2-TZVPD", "homo_ev": [-11.24, -11.27], "orbital_gap_ha": [0.2741, 0.2762], "de_lowest_kcal_mol": 113.4, "symbols": ["C", "C", "O", "O", "O", "F", "F", "H", "H", "H", "H"], "xyz": [[1.419269, -0.938071, 1.143638], [-0.975572, 0.571796, -0.957633], [-2.205419, 1.059861, -1.260185], [1.242770, 0.300967, 0.730604], [-0.851920, 0.407454, 0.324399], [-0.809154, -0.586275, -1.658359], [-0.008917, 1.396452, -1.485100], [1.029739, -1.146622, 2.151772], [2.525736, -1.041511, 1.174635], [1.118052, -1.704204, 0.404530], [-2.484584, 1.680153, -0.568302]], "forces_ev_per_angstrom": [[-0.2, -1.8, 0.5], [0.8, 0.2, -1.9], [-0.6, 0.0, 0.1], [-2.8, 1.6, -1.2], [2.8, -0.2, 2.5], [-0.2, -0.1, 0.0], [-0.1, 0.1, 0.3], [0.0, 0.0, -0.2], [0.1, 0.2, 0.0], [0.0, 0.2, 0.2], [0.2, -0.2, -0.2]]}



| no. | total energy (Eh) |
| --- | --- |
| 1 | -5868.57863 |
| 2 | -402.27401 |
| 3 | -2659.13501 |
| 4 | -954.67319 |
| 5 | -546.80827 |
| 6 | -503.88568 |